Entry 1:
Molecular formula: C4H10O
Method: DFT, ωB97M-V/def2-TZVPD

Last column: Löwdin charge in e.
Positions of all 15 atoms, in Å:
C: 0.35561 -0.13356 -1.89357  -0.069
C: 0.54303 0.28285 -0.48285  -0.140
C: -0.40799 0.91255 0.34711  -0.138
C: -0.10811 0.66688 1.79483  -0.088
H: 1.13477 0.20629 -2.58109  0.083
H: 0.18002 -1.19901 -2.04488  0.092
H: -0.47741 0.39390 -2.38111  0.088
H: 1.43176 -0.13824 -0.02536  0.135
H: -1.06133 1.72500 0.07295  0.135
H: 0.83328 1.11053 2.14241  0.089
H: -0.84257 0.87993 2.56715  0.086
H: 0.09310 -0.38267 1.65898  0.029
H: -0.47943 -0.32978 0.09815  0.082
H: -0.89241 -2.31120 0.15593  -0.029
O: -0.30231 -1.68346 0.57134  -0.355

Properties
energy above the lowest of the compared OMol25 structures with the same formula, charge and spin: 456.0 kJ/mol
energy: -233.4713 Eh
lowest unoccupied orbital energy: 0.19 eV
HOMO-LUMO gap: 8.7 eV
spin multiplicity: 1
E_HOMO: -8.514 eV

***

Entry 2:
Molecular formula: C17H39N2O3PS
Method: DFT, ωB97M-V/def2-TZVPD

Last column: Löwdin charge in e.
Positions of all 63 atoms, in Å:
C: 4.42919 3.51705 3.32723  -0.064
C: 4.78226 2.31276 2.45848  -0.274
O: 3.58806 1.66385 2.06515  -0.166
C: 3.78447 0.37581 1.52054  -0.236
C: 2.48440 -0.40614 1.62110  -0.174
C: 1.25333 0.42454 1.26239  -0.217
C: 0.08296 -0.45742 0.81241  -0.270
C: -1.27099 0.24146 0.91152  -0.353
P: -1.79485 0.80454 2.60670  0.912
C: -1.07136 -0.56893 3.64474  -0.456
S: -1.90640 -0.99529 5.14187  0.588
O: -3.16394 -1.61193 4.85805  -0.356
O: -0.95836 -1.66861 5.98682  -0.364
N: -3.45345 0.44678 2.68129  -0.132
C: -4.34022 1.21940 2.20962  -0.486
C: -5.76776 1.02537 2.61956  -0.044
C: -4.07143 2.36291 1.26161  -0.057
H: 3.36393 3.48483 3.55527  0.076
H: 4.98600 3.52016 4.26331  0.069
H: 4.62355 4.45817 2.81318  0.068
H: 5.42707 1.60970 2.99977  0.112
H: 5.33666 2.63491 1.56666  0.118
H: 4.58105 -0.14189 2.06942  0.119
H: 4.09613 0.44836 0.46728  0.125
H: 2.53888 -1.27835 0.96213  0.117
H: 2.39459 -0.78934 2.64256  0.117
H: 1.51167 1.10260 0.44364  0.120
H: 0.96356 1.05744 2.10423  0.091
H: 0.08978 -1.41849 1.32978  0.095
H: 0.24129 -0.69612 -0.24508  0.095
H: -1.21157 1.15636 0.31300  0.069
H: -2.06837 -0.36237 0.47020  0.086
H: -0.08583 -0.21021 3.95006  0.058
H: -0.93808 -1.53587 3.15487  0.073
H: -2.12439 0.22340 5.69428  0.070
H: -6.37212 0.73705 1.75509  0.084
H: -6.17216 1.98029 2.96596  0.084
H: -5.84667 0.26242 3.38904  0.079
H: -3.73750 3.23056 1.83869  0.090
H: -4.98636 2.64903 0.74209  0.077
H: -3.32413 2.10493 0.51375  0.057
C: 1.88933 0.14611 -3.54564  -0.088
C: 1.16006 -1.18199 -3.40450  -0.280
N: -0.24294 -1.10280 -3.76724  -0.201
C: -1.01699 -2.25706 -3.34423  -0.252
C: -0.68025 -3.62022 -3.95891  -0.083
C: -0.51819 -0.60083 -5.10370  -0.247
C: 0.11493 -1.33570 -6.29160  -0.081
H: 1.36149 0.93394 -3.00555  0.077
H: 2.89505 0.06048 -3.13167  0.071
H: 1.99136 0.45222 -4.58730  0.065
H: 1.20427 -1.48771 -2.35463  0.103
H: 1.71085 -1.95010 -3.97043  0.104
H: -2.07306 -2.03540 -3.52121  0.111
H: -0.90806 -2.33510 -2.25711  0.102
H: -1.00702 -3.69526 -4.99528  0.055
H: -1.19038 -4.40761 -3.40076  0.071
H: 0.38912 -3.83082 -3.91909  0.067
H: -0.20040 0.44410 -5.14215  0.101
H: -1.60368 -0.57472 -5.22758  0.114
H: 1.17584 -1.53101 -6.12825  0.066
H: 0.03104 -0.71939 -7.18870  0.072
H: -0.37528 -2.28485 -6.50269  0.054

Properties
energy: -1745.8296 Eh
lowest unoccupied orbital energy: 0.70 eV
HOMO-LUMO gap: 9.0 eV
SMILES: CCOCCCCCP(C[SH](=O)=O)N=C(C)C.CCN(CC)CC
spin multiplicity: 1
E_HOMO: -8.308 eV

***

Entry 3:
Molecular formula: C11H17Cl2InNO2PS
Method: DFT, ωB97M-V/def2-TZVPD

Last column: Löwdin charge in e.
Positions of all 36 atoms, in Å:
C: 0.73103 -0.38790 -4.81958  -0.014
C: 0.98310 -0.54136 -3.38579  -0.337
H: 1.55163 -0.86940 -5.41515  0.134
H: 0.61375 0.67542 -5.14444  0.126
H: -0.24548 -0.88537 -5.05543  0.120
O: 1.86703 -0.95956 -2.64217  0.089
Cl: 0.31483 2.09546 -2.13328  0.188
In: -0.58843 -0.09394 -1.63247  0.103
P: -0.76547 -2.10765 0.10769  0.762
C: 0.87228 -2.32966 0.90119  -0.258
C: -1.94834 -2.74927 1.34515  -0.213
H: -1.57359 -3.17255 -1.87813  -0.008
H: -1.01055 -4.40858 -0.71922  0.076
H: 0.18664 -3.41229 -1.64897  0.054
C: -0.78887 -3.42373 -1.15574  -0.265
H: -2.94736 -2.48054 0.96604  0.063
H: -1.87705 -3.84352 1.44587  0.078
H: 0.97972 -3.32258 1.38007  0.081
H: 1.01995 -1.54309 1.65567  0.045
H: -1.78730 -2.26063 2.31807  0.060
H: 1.65621 -2.21283 0.14919  0.042
C: 1.64515 0.70782 -0.11438  -0.130
O: 2.72584 1.02934 -0.03306  0.132
Cl: -2.64889 -0.93163 -2.43604  0.096
S: -1.99931 1.67650 0.62468  0.862
C: -0.83557 2.37133 1.63542  -0.672
N: 0.09369 3.19561 1.01779  0.058
C: 0.94002 4.03168 1.70600  0.028
C: 1.07521 3.88221 3.07406  0.023
C: 0.23147 2.98666 3.75157  0.027
C: -0.69646 2.22049 3.04495  -0.001
H: -0.01617 3.31429 0.00041  0.074
H: 1.46449 4.79283 1.11531  0.164
H: 1.81444 4.49689 3.60985  0.148
H: 0.29121 2.96138 4.83620  0.141
H: -1.32888 1.49817 3.52870  0.123

Properties
energy: -2484.0498 Eh
lowest unoccupied orbital energy (spin up / spin down): -8.28 / -10.20 eV
HOMO-LUMO gap (spin up / spin down): 7.8 / 5.2 eV
spin multiplicity: 1
net charge: +2
E_HOMO (spin up / spin down): -16.092 / -15.430 eV

***

Entry 4:
Molecular formula: C3H2N4O
Method: DFT, ωB97M-V/def2-TZVPD

Last column: Löwdin charge in e.
Positions of all 10 atoms, in Å:
C: -1.94489 0.03296 -0.01609  -0.129
N: -1.24037 -1.09451 0.14262  0.054
C: 0.05355 -0.77012 0.13506  -0.319
N: 1.24126 -1.20869 -0.20347  0.127
N: 2.05017 -0.08489 -0.27283  0.060
O: 1.26050 1.29104 0.11407  0.061
C: 0.08306 0.77693 0.25349  -0.303
N: -1.14004 1.25187 -0.28389  0.105
H: -3.09255 -0.03285 -0.46255  0.169
H: 2.72931 -0.16174 0.59358  0.174

Properties
energy above the lowest of the compared OMol25 structures with the same formula, charge and spin: 356.9 kJ/mol
energy: -409.5923 Eh
lowest unoccupied orbital energy: -1.40 eV
HOMO-LUMO gap: 8.5 eV
SMILES: c1nc2n[nH]oc-2n1
spin multiplicity: 1
E_HOMO: -9.945 eV

***

Entry 5:
Molecular formula: C3H14N6O3S
Method: DFT, ωB97M-V/def2-TZVPD

Last column: Löwdin charge in e.
Positions of all 27 atoms, in Å:
C: 1.83671 0.83029 -0.81327  -0.374
C: 0.82852 -0.05695 -0.04520  -0.571
C: -0.60528 0.53776 -0.04793  -0.310
N: 1.96919 2.10573 -0.00231  0.029
N: 1.38606 1.23491 -2.12886  0.052
N: 0.86704 -1.35049 -0.57677  0.046
N: 1.06463 -0.07269 1.42043  0.075
N: -1.71638 -0.08990 -0.31992  0.186
N: -0.60909 1.76166 0.54187  0.150
O: -3.41593 -1.78582 0.13775  -0.375
O: -1.07773 -2.79619 0.39976  -0.531
O: -2.01902 -1.13825 1.95209  -0.508
S: -2.26925 -2.42062 1.27499  0.774
H: 2.70478 0.15404 -0.86506  0.143
H: 2.80250 2.15515 0.51782  0.064
H: 2.05261 2.87748 -0.68720  0.098
H: 1.27405 0.39418 -2.65592  0.059
H: 0.31452 1.45689 -2.02652  0.120
H: 0.21152 -2.03027 -0.00224  0.043
H: 1.83754 -1.78768 -0.41246  0.120
H: 1.95434 -0.53819 1.63377  0.088
H: 0.20265 -0.59165 1.79773  0.095
H: -1.62854 -1.06683 -0.71031  0.114
H: -2.58135 -0.06089 0.12656  0.066
H: -1.50461 2.29519 0.72619  0.147
H: 0.34405 2.34834 0.57806  0.129
H: -4.22355 -2.36521 0.18696  0.071

Properties
energy above the lowest of the compared OMol25 structures with the same formula, charge and spin: 183.5 kJ/mol
energy: -1075.1082 Eh
lowest unoccupied orbital energy: 0.70 eV
HOMO-LUMO gap: 9.3 eV
spin multiplicity: 1
E_HOMO: -8.556 eV

***

Entry 6:
Molecular formula: C29H30FGeN2O3Pt
Method: DFT, ωB97M-V/def2-TZVPD

Last column: Löwdin charge in e.
Positions of all 67 atoms, in Å:
Pt: -0.78055 0.16663 0.08557  1.104
C: 3.68935 0.73143 -0.42783  0.022
C: 2.23205 1.11943 -0.44603  -0.338
O: 1.41765 0.20313 -0.61383  -0.051
C: 1.87725 2.51793 -0.30983  -0.098
C: 2.87535 3.49233 -0.14023  -0.028
C: 2.59285 4.83083 -0.02913  -0.071
C: 1.26295 5.25203 -0.05823  -0.055
C: 0.25445 4.33473 -0.18273  -0.006
C: 0.51055 2.94653 -0.33343  -0.346
O: -0.51755 2.19273 -0.52953  -0.234
H: 3.76045 -0.34837 -0.53733  0.087
H: 4.17305 1.03133 0.49957  0.090
H: 4.20675 1.21523 -1.25243  0.103
H: 3.90405 3.18193 -0.10463  0.109
H: 3.38795 5.54963 0.08917  0.108
H: 1.02805 6.30263 0.02717  0.114
H: -0.78045 4.64293 -0.22053  0.106
C: -4.17085 3.62053 0.15777  -0.058
N: -3.39115 2.40653 0.06337  0.035
C: -3.90255 1.17163 -0.04433  -0.578
N: -5.24275 1.02353 -0.02023  0.215
O: -3.16915 0.16833 -0.13603  -0.065
H: -3.50945 4.45743 0.36607  0.087
H: -4.88755 3.54953 0.97967  0.093
H: -4.70355 3.83113 -0.77663  0.098
H: -2.38425 2.47803 -0.07123  0.089
H: -5.87185 1.80643 -0.05383  0.106
H: -5.61255 0.08983 -0.06493  0.128
F: 4.29145 1.29983 3.73567  0.091
C: 3.03925 0.99173 3.36537  -0.258
C: 2.76445 -0.29597 2.92847  0.020
C: 1.47515 -0.60867 2.56097  -0.016
C: 0.45875 0.36203 2.59167  -0.304
C: -0.89565 0.01983 2.17107  -0.152
C: 0.78085 1.65523 3.02947  -0.013
C: 2.06275 1.97073 3.42717  0.018
H: 3.55175 -1.03227 2.89627  0.132
H: 1.24135 -1.61217 2.23677  0.097
H: -1.65985 0.75283 2.45137  0.090
H: -1.19265 -0.99467 2.44437  0.055
H: 0.01185 2.41133 3.08357  0.126
H: 2.30955 2.95253 3.79717  0.130
Ge: -0.86195 -2.24917 -0.12063  0.908
C: 0.98675 -2.91697 -0.34803  -0.360
C: 1.70345 -2.64257 -1.50643  -0.127
C: 2.96375 -3.18137 -1.68773  -0.080
C: 3.52315 -3.98497 -0.70823  -0.074
C: 2.81085 -4.26787 0.44457  -0.078
C: 1.55275 -3.72617 0.62937  -0.145
C: -1.99795 -2.78687 -1.64953  -0.347
C: -2.11695 -4.16527 -1.77593  -0.126
C: -2.83775 -4.70387 -2.82463  -0.075
C: -3.45775 -3.86727 -3.73803  -0.077
C: -3.34425 -2.49327 -3.60803  -0.079
C: -2.60945 -1.95067 -2.56603  -0.126
H: -1.36165 -3.05587 1.10377  -0.008
H: 1.26765 -2.01037 -2.26723  0.104
H: 3.51045 -2.97837 -2.59493  0.108
H: 4.51235 -4.39337 -0.84463  0.108
H: 3.23145 -4.91347 1.19787  0.106
H: 0.98865 -3.95277 1.52437  0.092
H: -1.63845 -4.80947 -1.04963  0.099
H: -2.91785 -5.77597 -2.92123  0.108
H: -4.03315 -4.28927 -4.54763  0.107
H: -3.83435 -1.84537 -4.32023  0.105
H: -2.52755 -0.87767 -2.45603  0.081

Properties
energy above the lowest of the compared OMol25 structures with the same formula, charge and spin: 191.5 kJ/mol
energy: -3754.1740 Eh
lowest unoccupied orbital energy (spin up / spin down): -5.16 / -5.16 eV
HOMO-LUMO gap (spin up / spin down): 5.8 / 5.8 eV
spin multiplicity: 1
net charge: +1
E_HOMO (spin up / spin down): -10.908 / -10.908 eV

***

Entry 7:
Molecular formula: C4H11N3O2
Method: DFT, ωB97M-V/def2-TZVPD

Last column: Löwdin charge in e.
Positions of all 20 atoms, in Å:
H: -0.97249 0.95767 -0.46348  0.062
N: -0.34013 0.36968 -0.99892  0.121
C: 0.73952 1.00131 -1.23549  -0.563
N: 1.86539 0.35558 -1.66119  0.138
N: 0.83581 2.43500 -1.20104  -0.052
C: -0.01360 3.05518 -2.23090  -0.119
H: 2.58020 0.80307 -2.18959  0.086
H: 2.06289 -0.52910 -1.23079  0.085
H: 1.04911 2.94351 -0.36387  0.106
H: -0.36283 4.06954 -2.03590  0.072
H: -0.91153 2.45456 -2.37407  0.067
H: 0.54129 3.12815 -3.18134  0.074
C: 0.15252 -2.32037 0.88875  -0.017
C: -0.93485 -2.03919 1.82865  -0.502
O: -1.92893 -2.58559 2.18011  0.126
O: -0.65773 -0.76924 2.50483  -0.009
H: 1.10300 -1.92358 1.24105  0.085
H: -0.16549 -1.81470 -0.02579  0.062
H: 0.35877 -3.38787 0.68666  0.100
H: -0.71348 -0.98285 3.43350  0.079

Properties
energy above the lowest of the compared OMol25 structures with the same formula, charge and spin: 182.4 kJ/mol
energy: -473.7333 Eh
lowest unoccupied orbital energy: 0.76 eV
HOMO-LUMO gap: 9.6 eV
SMILES: [H]/N=C(/N)NC.CC(=O)O
spin multiplicity: 1
E_HOMO: -8.865 eV

***

Entry 8:
Molecular formula: C33H45BBrFeN7S3
Method: DFT, ωB97M-V/def2-TZVPD

Last column: Mulliken spin population.
Positions of all 91 atoms, in Å:
Fe: -3.09307 -0.76723 0.43826  3.956
C: -0.75787 4.71212 -1.38715  0.000
C: 0.18750 3.63747 -0.96776  0.001
C: 1.55273 3.67117 -1.12377  0.001
C: 2.39393 2.59238 -0.72983  0.002
N: 1.89597 1.51574 -0.15183  -0.005
N: 0.59333 1.52680 0.04021  0.007
B: -0.39492 0.44285 0.49679  -0.020
N: -0.43258 -0.65237 -0.66991  0.083
N: 0.02735 -0.11814 -1.80373  -0.016
C: 0.07820 -0.82546 -2.90493  0.008
C: -0.37013 -2.16459 -2.91438  0.000
C: -0.90759 -2.71910 -1.78588  0.012
C: -1.39666 -4.13132 -1.76035  0.008
C: -0.94274 -1.89687 -0.62733  -0.033
S: -1.68084 -2.45686 0.85529  0.378
C: 0.68677 -0.15793 -4.12286  0.004
C: 0.35021 1.33617 -4.13183  0.005
C: 2.20994 -0.34654 -4.00052  0.002
C: 0.18771 -0.80191 -5.42038  0.000
N: -0.26849 -0.00630 1.95278  -0.008
N: 1.01613 -0.23712 2.19738  0.037
C: 1.41875 -0.47981 3.42629  0.004
C: 0.48235 -0.46893 4.47999  0.004
C: -0.85404 -0.25226 4.23793  -0.009
C: -1.87057 -0.25327 5.33392  -0.001
C: -1.22759 -0.04414 2.89433  0.028
S: -2.92994 0.11472 2.50256  0.369
C: 2.90858 -0.68719 3.61020  -0.001
C: 3.43755 -1.61156 2.50641  0.002
C: 3.22540 -1.28302 4.98251  -0.001
C: 3.56233 0.70202 3.48166  0.002
C: -0.25512 2.46325 -0.35069  0.008
S: -1.79834 1.82457 0.21369  0.017
C: 3.89033 2.66205 -0.94955  0.000
C: 4.56168 1.33307 -0.60763  0.000
C: 4.44629 3.76926 -0.03631  0.000
C: 4.16845 3.01046 -2.42053  0.000
H: -0.23466 5.52139 -1.89007  0.000
H: -1.27674 5.12497 -0.51977  0.000
H: -1.51596 4.31311 -2.06363  0.000
H: 2.01301 4.53959 -1.57715  0.000
H: -0.31546 -2.74708 -3.82333  0.001
H: -0.59541 -4.78697 -1.40944  0.004
H: -1.67767 -4.45912 -2.75862  0.001
H: -2.24253 -4.26393 -1.08917  -0.003
H: 0.75278 1.83726 -3.25233  -0.002
H: -0.72948 1.49985 -4.16850  0.000
H: 0.78712 1.79752 -5.01656  0.000
H: 2.58646 0.12461 -3.09028  0.000
H: 2.70452 0.10935 -4.85822  0.000
H: 2.48293 -1.40339 -3.98129  0.000
H: -0.90246 -0.78988 -5.48648  0.000
H: 0.54117 -1.82679 -5.53884  0.000
H: 0.57492 -0.23970 -6.26849  0.000
H: 0.81996 -0.64560 5.49183  0.000
H: -1.38669 -0.35311 6.30215  0.000
H: -2.57192 -1.08059 5.21252  0.000
H: -2.45060 0.67069 5.33170  -0.003
H: 2.96892 -2.59633 2.56035  0.000
H: 4.51038 -1.74672 2.63763  0.000
H: 3.26275 -1.18877 1.51733  -0.001
H: 2.72051 -2.23934 5.13499  0.000
H: 2.96721 -0.60546 5.79802  0.000
H: 4.29650 -1.46559 5.05269  0.000
H: 3.35188 1.13730 2.50271  0.000
H: 4.64176 0.60120 3.59335  0.000
H: 3.20698 1.38476 4.25578  0.000
H: 4.39610 1.05825 0.43372  0.000
H: 5.63489 1.42561 -0.76848  0.000
H: 4.19397 0.52094 -1.23709  0.000
H: 4.28870 3.52687 1.01608  0.000
H: 3.98835 4.73853 -0.24083  0.000
H: 5.51819 3.87066 -0.20380  0.000
H: 3.69657 2.29229 -3.09502  0.000
H: 5.24261 2.97719 -2.59873  0.000
H: 3.83235 4.01353 -2.68496  0.000
C: -7.67706 -3.63619 1.89890  0.001
C: -6.94326 -2.76748 0.92686  -0.003
C: -7.52643 -2.36078 -0.27783  0.009
C: -6.83993 -1.56188 -1.18256  0.007
C: -5.56724 -1.19027 -0.82990  0.009
Br: -4.43105 -0.09358 -1.90474  0.041
N: -4.98002 -1.55291 0.30756  0.062
C: -5.65114 -2.33058 1.17534  0.026
H: -8.65576 -3.21476 2.12681  0.000
H: -7.12642 -3.75272 2.82970  0.000
H: -7.83971 -4.62640 1.47094  0.000
H: -8.53647 -2.67431 -0.51298  0.000
H: -7.28210 -1.24311 -2.11562  0.000
H: -5.12631 -2.59431 2.08473  0.005

Properties
⟨S²⟩: 8.778
energy: -6724.0884 Eh
lowest unoccupied orbital energy (spin up / spin down): -8.83 / -10.81 eV
HOMO-LUMO gap (spin up / spin down): 8.2 / 6.3 eV
spin multiplicity: 6
net charge: +3
E_HOMO (spin up / spin down): -16.996 / -17.086 eV